Molecular formula: C56H60N12
Method: DFT, ωB97M-V with the def2-TZVPD basis set

```
128
Properties=species:S:1:pos:R:3:forces:R:3:mulliken_charge:R:1
N 9.264 20.165 1.481 -1.53 -0.54 -1.36 0.025
C 8.633 21.131 0.715 1.51 -0.38 1.59 -0.919
C 8.387 20.565 -0.539 -1.45 1.47 -1.35 -0.468
C 8.754 19.276 -0.557 0.10 -0.82 -0.05 0.639
C 9.162 18.987 0.759 1.89 0.50 1.37 -0.910
H 9.631 20.241 2.419 -0.26 0.07 0.04 0.254
H 8.507 22.137 1.087 -0.12 -0.02 -0.10 0.462
H 7.886 21.102 -1.331 0.28 0.08 -0.14 0.429
H 8.818 18.627 -1.418 -0.37 -0.20 0.15 0.819
H 9.526 18.079 1.216 -0.15 -0.20 -0.13 0.622
N 4.962 10.497 -3.300 -0.01 -1.86 -1.12 -0.003
C 6.025 9.672 -2.999 -0.21 0.18 0.65 -0.561
C 7.138 10.471 -2.764 -1.10 -2.33 -0.40 -0.907
C 6.756 11.753 -3.091 -1.13 1.78 -0.49 0.678
C 5.392 11.742 -3.521 2.32 1.50 1.90 -1.112
H 4.051 10.192 -3.612 0.22 -0.22 0.17 0.234
H 5.942 8.596 -2.951 -0.23 0.16 0.08 0.434
H 8.045 9.992 -2.425 0.27 0.61 -0.11 0.431
H 7.395 12.607 -2.925 -0.27 0.25 -0.39 0.329
H 4.695 12.562 -3.612 0.16 0.00 -0.31 0.527
N 5.786 16.464 -4.020 2.12 0.37 0.87 1.039
C 6.735 17.150 -3.270 -0.95 0.73 0.01 -1.359
C 7.912 16.447 -3.221 -0.62 0.88 0.20 1.079
C 7.698 15.310 -4.015 0.81 -1.24 0.23 -0.321
C 6.421 15.343 -4.460 -1.41 -0.56 -0.98 -1.364
H 4.923 16.855 -4.370 0.03 0.03 -0.04 0.033
H 6.503 18.115 -2.845 -0.12 -0.03 0.00 0.466
H 8.778 16.754 -2.654 0.11 -0.13 -0.25 -0.303
H 8.376 14.484 -4.174 0.06 0.11 -0.12 0.022
H 5.885 14.651 -5.093 0.15 -0.01 -0.03 0.510
N 9.035 14.448 -0.981 -1.50 -0.67 -1.01 1.174
C 9.547 15.355 -0.120 -1.38 1.63 -2.56 -0.067
C 10.191 14.682 0.798 2.34 0.50 3.84 -0.415
C 10.034 13.330 0.594 -0.02 -2.33 -0.31 -0.824
C 9.271 13.172 -0.531 0.12 0.64 -0.02 -0.403
H 8.427 14.708 -1.744 0.01 -0.20 -0.02 -0.179
H 9.385 16.401 -0.336 0.21 -0.05 0.17 -0.383
H 10.754 15.122 1.608 0.01 -0.02 0.07 0.439
H 10.444 12.495 1.143 0.00 0.25 0.19 0.444
H 8.881 12.278 -0.995 0.04 0.23 -0.14 0.269
N 4.442 14.414 -7.213 -0.62 -0.67 -0.92 -0.028
C 5.237 14.524 -8.304 0.19 0.05 1.22 0.291
C 5.684 13.462 -9.095 -0.04 -0.29 1.05 -0.606
C 5.234 12.211 -8.743 -0.30 -0.17 0.49 -0.351
C 4.344 12.082 -7.661 0.55 -0.94 -1.30 -0.480
C 3.939 13.176 -6.960 0.55 0.69 -0.85 -0.365
H 5.638 15.512 -8.472 -0.05 0.17 -0.03 0.002
H 6.518 13.512 -9.779 -0.30 0.57 -0.39 0.391
H 5.603 11.364 -9.303 -0.11 -0.26 0.14 0.444
H 3.943 11.117 -7.387 0.00 -0.15 -0.08 0.410
H 3.127 12.948 -6.285 0.12 0.94 0.79 0.386
N 11.147 19.176 -5.745 -1.03 0.20 0.93 -0.534
C 11.257 20.379 -5.154 1.02 -1.21 1.20 -0.512
C 11.290 20.560 -3.736 -0.46 0.15 -0.98 -0.602
C 11.173 19.470 -2.874 -0.30 -1.84 -1.92 -0.914
C 11.039 18.198 -3.508 -0.66 1.05 -1.51 0.730
C 10.908 18.129 -4.937 1.41 0.82 1.45 -0.598
H 11.521 21.166 -5.844 -0.27 0.43 0.19 0.489
H 11.370 21.576 -3.380 0.10 0.05 0.18 0.420
H 11.121 19.476 -1.795 0.44 0.53 0.07 0.767
H 11.016 17.247 -2.997 -0.14 0.14 0.36 0.176
H 10.806 17.171 -5.425 -0.20 -0.11 0.02 0.689
N 11.763 14.268 -4.385 -0.07 0.61 0.94 -0.198
C 11.564 14.136 -3.026 -0.04 0.15 -2.48 -0.509
C 12.247 14.891 -2.101 0.03 0.38 -0.17 -0.509
C 13.135 15.844 -2.607 -0.37 -0.77 2.80 -0.328
C 13.331 15.958 -3.924 1.53 2.18 -0.12 -0.352
C 12.625 15.216 -4.787 -0.78 -2.07 -0.80 -0.402
H 10.762 13.444 -2.817 0.26 -0.20 0.48 0.677
H 12.056 14.814 -1.041 -0.01 -0.17 -0.02 0.508
H 13.645 16.480 -1.898 0.21 0.11 -0.01 0.428
H 14.001 16.740 -4.253 0.12 -0.06 -0.37 0.383
H 12.863 15.363 -5.830 -0.55 -0.37 -0.40 0.397
N 3.753 18.274 -5.432 -1.36 2.65 -0.14 -0.163
C 3.094 17.400 -6.220 0.21 0.16 1.18 0.103
C 1.824 16.934 -5.932 -1.32 1.09 -0.29 -0.474
C 0.992 17.701 -5.078 1.55 -0.23 0.52 -0.548
C 1.608 18.727 -4.357 1.16 0.37 -1.03 -0.554
C 2.973 19.060 -4.607 -1.11 -2.94 0.06 -0.124
H 3.572 17.088 -7.136 0.58 -0.60 0.36 0.206
H 1.486 16.088 -6.513 -0.40 0.10 -0.07 0.461
H -0.065 17.573 -4.897 -0.01 -0.65 -0.20 0.396
H 1.069 19.294 -3.613 -0.18 0.20 -0.18 0.396
H 3.343 19.881 -4.011 0.89 -0.08 -0.21 0.250
N 9.368 10.298 -8.036 -0.71 0.33 0.80 -0.568
C 10.490 10.999 -7.815 -0.52 0.78 -0.20 -0.324
C 10.577 12.154 -7.026 -1.02 -0.96 -0.05 -0.601
C 9.388 12.576 -6.421 1.00 -0.35 0.24 -0.118
C 8.228 11.850 -6.591 -0.90 -1.64 -0.60 0.035
C 8.218 10.671 -7.393 2.83 1.26 -0.38 -0.795
H 11.365 10.706 -8.376 0.11 -0.39 0.01 0.357
H 11.537 12.611 -6.837 -0.10 0.22 -0.04 0.375
H 9.437 13.385 -5.707 -0.14 0.26 -0.17 0.573
H 7.332 12.110 -6.049 -0.14 0.17 0.01 0.541
H 7.403 9.998 -7.613 -0.42 0.32 0.39 0.489
N 4.841 16.438 2.298 0.36 -0.04 -1.58 -0.575
C 5.767 17.113 1.560 -0.44 -1.28 -0.16 -0.505
C 6.242 16.713 0.289 -1.54 -0.88 0.37 0.474
C 5.690 15.529 -0.283 -0.36 0.03 1.90 -0.149
C 4.703 14.848 0.462 0.24 1.05 0.39 -0.796
C 4.283 15.359 1.711 1.52 0.37 -0.13 -0.316
H 6.176 17.954 2.100 0.17 0.34 -0.21 0.324
H 6.929 17.319 -0.282 0.19 -0.05 0.10 0.198
H 6.069 15.025 -1.160 0.04 0.48 -0.38 0.434
H 4.255 13.924 0.130 0.12 -0.04 -0.23 0.443
H 3.610 14.800 2.345 -0.33 0.01 -0.14 0.381
N 8.127 16.700 -8.394 -2.14 1.47 0.00 -0.401
C 7.449 17.125 -9.493 0.11 1.04 0.43 -0.658
C 6.555 18.242 -9.536 1.45 -1.12 0.87 -0.495
C 6.328 18.896 -8.332 -0.24 0.08 -1.07 -0.901
C 6.988 18.507 -7.190 -0.20 -0.94 0.40 0.323
C 7.809 17.383 -7.244 0.85 -0.63 -1.31 -0.615
H 7.652 16.595 -10.412 0.14 -0.13 -0.10 0.419
H 6.174 18.638 -10.466 -0.25 -0.37 -0.06 0.433
H 5.603 19.697 -8.313 0.07 0.27 0.15 0.485
H 6.744 19.032 -6.278 0.21 -0.34 0.20 0.510
H 8.311 16.932 -6.401 -0.10 0.42 0.49 0.792
N 5.441 21.792 -4.366 1.65 0.20 -2.17 -0.669
C 6.427 21.074 -3.763 -1.30 1.26 -1.35 -0.400
C 7.620 20.796 -4.406 -0.20 0.05 0.93 0.840
C 7.852 21.234 -5.700 0.44 -0.41 -1.03 -0.101
C 6.914 21.949 -6.428 -1.78 -0.14 2.93 -0.574
C 5.728 22.208 -5.655 0.35 -0.35 0.45 -0.368
H 6.118 20.799 -2.765 0.49 -0.45 0.26 0.364
H 8.376 20.244 -3.868 0.23 -0.21 -0.16 -0.103
H 8.745 20.873 -6.187 0.29 0.20 -0.01 0.255
H 6.995 22.294 -7.449 0.18 -0.08 0.08 0.497
H 4.968 22.810 -6.131 -0.33 -0.02 0.13 0.384
```
Positions in Å, forces in eV/Å.

Results
Spin multiplicity: 2
Charge: +1
Kohn-Sham gap (spin up / spin down) (eV): 6.0 / 2.3


Molecular formula: C19H33NO2Te4Tl
Method: DFT, ωB97M-V with the def2-TZVPD basis set

```
60
Properties=species:S:1:pos:R:3:forces:R:3:mulliken_charge:R:1
Tl 0.694 0.335 -0.444 0.64 0.13 0.31 1.157
C 2.130 -1.030 1.087 -0.24 0.41 -0.50 -1.102
C 1.523 -0.738 2.376 0.13 -0.09 0.21 0.314
C 0.695 -1.824 2.684 -0.02 0.13 -0.05 0.000
C 0.812 -2.776 1.603 0.16 -0.08 -0.04 -0.574
C 1.706 -2.344 0.665 -0.01 -0.03 0.11 0.057
C 2.356 -3.190 -0.410 0.07 -0.05 -0.04 2.118
C 3.486 -3.992 0.263 -0.05 0.00 -0.06 -1.786
C 1.349 -4.161 -1.031 -0.01 0.06 0.01 -1.627
C 2.972 -2.343 -1.525 -0.11 -0.08 0.10 -1.460
C -0.090 -2.238 3.938 -0.09 0.01 0.13 2.234
C -1.163 -3.291 3.590 0.04 0.12 -0.04 -2.026
C -0.816 -1.091 4.658 -0.02 -0.03 -0.13 -1.714
C 0.867 -2.926 4.930 0.02 0.03 -0.03 -1.599
C 1.964 0.505 3.167 0.04 0.02 0.13 2.745
C 2.387 0.132 4.597 -0.06 0.03 -0.06 -2.063
C 3.209 1.152 2.530 -0.09 -0.10 -0.04 -2.117
C 0.877 1.593 3.199 0.10 -0.06 0.02 -1.219
H 3.085 -0.620 0.790 0.01 0.11 -0.01 0.628
H 0.307 -3.730 1.570 -0.05 0.04 -0.02 0.100
H 3.085 -4.630 1.053 0.00 -0.01 0.00 0.306
H 4.211 -3.311 0.713 0.02 -0.03 0.01 0.352
H 4.005 -4.617 -0.470 0.00 0.00 0.01 0.455
H 0.952 -4.852 -0.285 -0.03 0.01 -0.01 0.307
H 1.829 -4.749 -1.818 0.01 -0.02 0.02 0.444
H 0.514 -3.614 -1.475 -0.01 -0.01 0.02 0.266
H 3.741 -1.670 -1.142 -0.01 0.04 -0.01 0.309
H 2.211 -1.747 -2.027 0.10 -0.06 -0.02 -0.103
H 3.434 -2.994 -2.273 0.03 0.00 0.00 0.506
H -1.801 -2.960 2.771 -0.04 0.03 -0.08 0.314
H -1.795 -3.468 4.464 0.02 -0.01 0.02 0.492
H -0.715 -4.246 3.315 -0.01 0.02 -0.03 0.365
H -1.420 -0.509 3.961 -0.03 0.03 -0.06 0.180
H -0.127 -0.416 5.160 -0.22 0.00 -0.06 0.257
H -1.488 -1.498 5.417 0.03 -0.03 0.04 0.534
H 1.344 -3.783 4.451 0.01 0.00 0.01 0.301
H 0.308 -3.283 5.801 0.01 -0.01 0.01 0.469
H 1.650 -2.252 5.273 -0.03 -0.07 0.01 0.220
H 3.117 -0.680 4.563 0.03 0.03 0.05 0.333
H 1.549 -0.184 5.213 0.24 0.03 0.00 0.265
H 2.851 0.994 5.085 0.00 0.02 -0.01 0.504
H 4.033 0.438 2.468 0.03 0.00 0.02 0.335
H 3.534 1.983 3.160 -0.01 0.01 0.00 0.508
H 3.003 1.551 1.537 0.09 -0.06 0.04 0.201
H 0.014 1.306 3.794 -0.07 -0.05 -0.03 0.113
H 0.537 1.802 2.184 -0.04 0.03 0.00 -0.297
H 1.285 2.521 3.611 -0.01 -0.02 0.02 0.575
Te -1.777 -0.441 0.637 -0.18 -0.14 -0.07 -0.003
Te -2.939 0.139 -1.760 0.11 -0.02 -0.04 -0.272
Te -1.223 -1.123 -3.445 -0.03 0.03 0.02 -0.186
Te 0.966 0.486 -3.270 -0.35 0.00 0.22 -0.419
N -0.507 2.702 -0.727 -0.01 0.34 0.10 -0.284
C 0.268 3.723 -0.018 0.27 -0.15 -0.16 -0.596
C 1.785 3.447 -0.161 -0.36 0.36 0.13 0.632
O 2.543 4.412 -0.140 -0.02 -0.18 0.03 -0.778
O 2.117 2.217 -0.257 0.06 -0.42 -0.14 -0.592
H -0.423 2.857 -1.727 -0.05 -0.15 -0.06 0.184
H -1.493 2.761 -0.500 -0.02 -0.14 0.03 0.161
H 0.028 3.679 1.047 -0.02 -0.01 -0.01 0.245
H 0.074 4.739 -0.367 0.03 0.01 0.01 0.330
```
Positions in Å, forces in eV/Å.

Results
ΔE to the lowest compared entry with this formula, charge and spin (kJ/mol): 0.0
Charge: -1
Kohn-Sham gap (eV): 6.4


Molecular formula: C53H48Br2Cl2LuN4O7P
Method: DFT, ωB97M-V with the def2-TZVPD basis set

```
118
Properties=species:S:1:pos:R:3:forces:R:3:mulliken_charge:R:1
Lu -1.432 -0.350 -0.211 0.71 0.51 -0.42 1.616
C -4.659 -1.975 4.701 -0.02 0.04 -0.09 -1.454
C -4.789 -1.295 3.361 0.00 -0.08 0.16 0.662
C -6.017 -0.951 2.812 -0.17 -0.03 0.06 -0.586
C -6.082 -0.335 1.576 -0.12 -0.03 0.04 -1.004
C -4.889 -0.097 0.925 0.10 0.10 -0.01 0.126
Br -4.907 0.826 -0.729 0.01 0.06 -0.01 0.037
N -3.705 -0.429 1.405 0.11 0.09 -0.11 0.428
C -3.663 -1.005 2.611 0.13 -0.05 -0.15 -0.716
H -5.629 -2.070 5.189 0.02 0.02 -0.02 0.399
H -4.000 -1.413 5.365 -0.01 0.00 -0.02 0.322
H -4.239 -2.977 4.593 -0.01 0.04 -0.04 0.305
H -6.933 -1.166 3.354 0.07 0.02 -0.04 0.369
H -7.022 -0.051 1.124 0.04 -0.01 0.03 0.488
H -2.672 -1.267 2.965 -0.03 0.02 -0.03 0.529
Cl -2.480 2.120 1.443 0.04 0.40 0.61 -0.048
C -1.662 3.205 2.564 -0.23 -0.05 -0.16 0.740
C -2.478 4.123 3.210 0.01 0.06 0.05 -0.657
C -1.907 4.988 4.128 -0.01 0.04 0.02 -0.596
C -0.542 4.925 4.393 -0.01 -0.05 -0.04 -0.833
C 0.246 4.002 3.728 0.05 0.08 0.04 -0.360
C -0.297 3.122 2.787 -0.03 0.02 -0.08 -0.949
P 0.682 1.887 1.845 0.08 0.17 0.10 2.303
C 1.760 1.323 3.229 0.02 -0.05 0.00 0.251
C 1.122 0.503 4.166 -0.04 0.00 -0.05 -0.878
C 1.797 0.026 5.278 0.07 0.04 0.02 -0.185
C 3.138 0.344 5.469 -0.07 0.00 -0.05 -0.692
C 3.786 1.148 4.545 -0.06 0.01 -0.08 -0.734
C 3.101 1.639 3.434 -0.01 0.05 0.09 -0.199
C 1.723 2.995 0.812 0.04 -0.04 -0.10 0.602
C 1.239 4.234 0.389 0.00 0.02 0.05 -0.872
C 1.936 4.994 -0.542 -0.02 -0.03 0.00 -0.610
C 3.131 4.534 -1.072 -0.01 -0.03 0.01 -0.758
C 3.621 3.296 -0.674 -0.07 -0.01 0.06 -0.595
C 2.918 2.531 0.249 0.00 -0.02 -0.02 -0.894
H -3.538 4.154 2.992 0.08 -0.02 0.02 0.526
H -2.532 5.710 4.639 0.04 -0.04 -0.02 0.378
H -0.098 5.596 5.119 -0.01 -0.03 -0.04 0.439
H 1.310 3.955 3.934 -0.04 -0.01 -0.02 0.487
H 0.081 0.230 4.012 0.06 0.03 -0.01 0.190
H 1.278 -0.600 5.995 0.01 0.01 -0.01 0.491
H 3.672 -0.033 6.334 -0.02 0.01 -0.03 0.393
H 4.828 1.408 4.688 -0.04 0.00 -0.01 0.446
H 3.620 2.294 2.748 0.00 0.00 -0.07 0.450
H 0.298 4.613 0.775 0.06 -0.04 -0.01 0.326
H 1.530 5.947 -0.862 0.02 -0.05 0.02 0.410
H 3.672 5.129 -1.799 -0.03 -0.04 0.04 0.400
H 4.548 2.916 -1.087 -0.02 0.00 0.01 0.452
H 3.299 1.550 0.514 0.00 0.08 0.06 0.408
C 3.122 -3.150 -0.443 0.08 0.05 0.00 -1.017
C 3.673 -2.204 -1.486 0.01 -0.10 0.10 0.943
C 5.029 -1.885 -1.461 0.03 -0.02 0.03 -0.805
C 5.610 -1.055 -2.407 -0.06 0.02 -0.03 -0.824
C 4.830 -0.556 -3.442 0.02 -0.04 0.03 -0.904
C 3.483 -0.874 -3.497 0.17 0.03 -0.11 -0.542
C 2.886 -1.651 -2.503 -0.31 -0.02 0.03 0.746
N 1.493 -1.892 -2.566 0.22 -0.26 0.17 0.309
C 0.477 -1.008 -2.844 -0.18 -0.04 -0.37 -1.306
N 0.845 0.263 -3.128 -0.13 0.48 0.07 0.711
C 0.075 1.445 -2.805 0.10 0.03 -0.23 -0.230
C -0.842 1.484 -1.737 0.08 -0.06 0.09 0.414
C -1.472 2.728 -1.600 -0.12 0.15 -0.10 -0.146
C -1.206 3.842 -2.390 0.02 -0.03 -0.01 -1.529
C -0.265 3.749 -3.397 0.00 -0.01 -0.05 -0.970
C 0.376 2.537 -3.632 -0.01 0.02 -0.03 1.423
C 1.363 2.419 -4.769 0.00 -0.01 0.08 -1.608
N -0.731 -1.471 -2.818 -0.38 0.21 0.17 0.475
C -1.688 -1.126 -3.828 0.30 0.06 0.10 -0.434
C -2.670 -0.146 -3.724 -0.06 -0.05 -0.08 0.683
C -3.603 0.053 -4.736 0.05 -0.01 0.09 -1.390
C -3.569 -0.727 -5.878 0.04 -0.03 0.00 -0.800
C -2.597 -1.713 -5.986 0.03 -0.02 0.00 -0.862
C -1.662 -1.932 -4.979 0.03 0.00 -0.06 1.060
C -0.645 -3.033 -5.105 -0.01 -0.01 -0.01 -1.206
H 3.605 -4.126 -0.523 0.00 0.03 -0.02 0.592
H 2.051 -3.307 -0.524 -0.10 0.04 0.01 -0.394
H 3.320 -2.784 0.568 0.01 0.03 -0.03 0.287
H 5.638 -2.303 -0.665 -0.02 0.03 -0.06 0.450
H 6.664 -0.816 -2.347 -0.03 -0.02 -0.01 0.425
H 5.269 0.058 -4.220 -0.01 -0.02 0.04 0.440
H 2.879 -0.544 -4.338 0.21 -0.12 -0.02 0.617
H 1.118 -2.787 -2.287 0.06 -0.05 -0.05 0.672
H 1.824 0.426 -3.311 -0.24 0.12 0.12 0.191
H -2.241 2.857 -0.851 0.01 0.03 0.01 0.340
H -1.735 4.774 -2.213 0.03 -0.07 -0.03 0.451
H -0.039 4.603 -4.028 -0.02 -0.07 0.04 0.367
H 1.292 3.285 -5.427 0.00 -0.01 0.03 0.482
H 1.181 1.523 -5.367 -0.04 0.01 0.01 0.278
H 2.400 2.370 -4.412 -0.03 -0.01 0.02 0.226
H -2.709 0.483 -2.853 0.00 0.06 0.08 0.215
H -4.357 0.825 -4.622 0.06 -0.04 0.01 0.461
H -4.291 -0.579 -6.674 0.05 -0.02 0.05 0.411
H -2.565 -2.342 -6.869 0.00 0.00 0.02 0.378
H -0.844 -3.637 -5.991 0.01 0.00 0.01 0.464
H -0.668 -3.677 -4.223 -0.04 0.02 -0.02 0.152
H 0.374 -2.645 -5.183 -0.02 0.02 -0.01 0.145
O -4.758 -2.930 -0.322 0.47 0.08 -0.14 -0.662
Cl -3.340 -2.911 -0.506 0.45 0.15 -0.23 1.848
O -2.647 -2.970 0.769 -0.51 -0.28 -0.54 -0.546
O -2.885 -3.927 -1.403 -0.29 0.55 0.47 -0.684
O -2.966 -1.553 -1.105 -0.79 -1.41 0.20 -0.696
Br 2.006 -6.825 4.456 0.03 -0.06 0.03 -0.193
C 1.318 -5.367 3.469 -0.04 0.02 -0.06 0.023
C 1.477 -4.083 3.964 -0.05 0.11 -0.05 -0.722
C 0.957 -3.016 3.241 0.04 0.01 0.17 -0.208
C 0.315 -3.244 2.032 0.02 -0.01 -0.07 0.296
C 0.169 -4.538 1.542 0.08 -0.09 -0.02 -0.145
C 0.664 -5.611 2.269 -0.03 0.09 -0.04 -0.793
C -0.199 -2.102 1.237 0.07 0.07 -0.33 0.283
O -0.152 -2.151 -0.038 0.08 -0.47 0.76 -0.905
O -0.683 -1.077 1.806 0.15 -0.24 0.08 -0.179
H 1.995 -3.918 4.899 -0.02 -0.01 -0.03 0.495
H 1.067 -2.001 3.612 -0.02 -0.16 -0.08 0.182
H -0.345 -4.696 0.600 0.02 0.03 0.06 0.483
H 0.546 -6.625 1.909 0.00 0.04 0.02 0.468
O 1.350 -0.037 -0.185 -0.03 -0.03 0.15 0.978
H 1.739 -0.918 -0.255 -0.09 0.08 -0.16 -0.383
H 1.732 0.497 -0.892 -0.05 0.01 -0.01 -0.134
```
Positions in Å, forces in eV/Å.

Results
ΔE to the lowest compared entry with this formula, charge and spin (kJ/mol): 41.3
Kohn-Sham gap (eV): 8.1